one | A structure of composition C2H5NS2. Source: the Open Molecules 2025 dataset; level of theory: wB97M-V/def2-TZVPD.

Last column: Löwdin charge in e.
Atoms and positions in Å:
S (1.39, 0.23, 0.80)  0.679
H (0.57, -1.02, 1.29)  -0.061
H (1.65, 1.17, 2.31)  0.083
H (-1.44, 1.70, -0.98)  0.108
H (-1.74, -0.88, 1.13)  0.047
C (-0.53, 1.02, -0.60)  -0.658
N (0.39, 1.52, 0.04)  -0.309
H (-0.64, -2.64, 0.70)  0.116
S (-0.99, -0.70, -1.09)  0.711
C (-0.71, -1.26, 0.59)  -0.715

Highest occupied orbital energy in eV: -7.662
Frontier orbital gap in eV: 7.1
Charge: 0


two | A structure of composition C2H5NS2. Source: the Open Molecules 2025 dataset; level of theory: wB97M-V/def2-TZVPD.

Last column: Löwdin charge in e.
Atoms and positions in Å:
N (0.39, 1.11, -0.23)  -0.506
H (0.30, 1.97, 0.55)  0.157
S (-1.02, 0.33, -1.01)  0.672
H (-1.73, -2.23, -0.71)  0.148
C (1.78, 0.77, -0.10)  -0.789
S (2.47, -0.67, -0.60)  0.543
H (-2.70, -0.96, 0.98)  0.114
C (-1.58, -1.02, 0.20)  -0.495
H (2.33, 1.66, 0.52)  0.113
H (-0.25, -0.97, 0.39)  0.043

Highest occupied orbital energy in eV: -8.793
Frontier orbital gap in eV: 8.8
Charge: 0


Most stable structure among those shown: two. Next: +0.0530 hartree.